1.
Below is a structure of composition C14H24NNiO2P at a distorted geometry, with properties calculated with the ωB97M-V functional and the def2-TZVPD basis.

2S+1	3
gap between HOMO and LUMO (alpha / beta)	7.675 / 6.534	eV
HOMO level (alpha / beta)	-7.5 / -7.7	eV
molar mass	328.0	g mol⁻¹

Last column: natural (NBO) charge in e.
Geometry (Å):
1 C -2.7807 0.3448 -2.7062  -0.21
2 C -2.5360 -0.8614 -2.0651  -0.24
3 C -1.6716 -0.9228 -0.9580  0.05
4 C -1.0146 0.2273 -0.5261  -0.39
5 C -1.3790 1.4548 -1.0918  -0.09
6 C -2.2624 1.5246 -2.1755  -0.22
7 C -1.5475 -2.2398 -0.2458  -0.47
8 C -0.1401 -2.8037 -0.0699  -0.21
9 N 0.9241 -1.7753 0.0419  -0.51
10 Ni 0.4346 0.1627 0.8439  1.00
11 C -0.7814 2.6971 -0.4884  -0.73
12 P 0.8406 2.1368 0.1810  0.92
13 H -2.9921 -1.7906 -2.4148  0.21
14 H -2.4932 2.4986 -2.6126  0.21
15 H -3.3919 0.3683 -3.6027  0.21
16 H -1.3577 3.0786 0.3713  0.25
17 H -0.6551 3.5196 -1.2013  0.23
18 H -1.9818 -2.1797 0.7628  0.27
19 H -2.1229 -2.9936 -0.7944  0.21
20 H -0.1314 -3.4066 0.8469  0.24
21 C 1.4975 3.4006 1.2674  -0.98
22 C 1.8927 2.1208 -1.3010  -0.96
23 H 0.1200 -3.4525 -0.9227  0.18
24 C 1.5347 -1.4876 -1.2790  -0.42
25 C 1.9554 -2.2057 1.0124  -0.44
26 H 0.1586 1.0742 2.2541  0.04
27 H 1.9617 -2.4071 -1.7098  0.19
28 H 0.7722 -1.0876 -1.9532  0.23
29 H 2.3207 -0.7313 -1.1591  0.20
30 H 2.5519 -3.0472 0.6209  0.19
31 H 2.6052 -1.3475 1.2301  0.19
32 H 1.4498 -2.5012 1.9357  0.26
33 H 2.0069 3.1266 -1.7143  0.23
34 H 2.8753 1.7294 -1.0137  0.24
35 H 1.4627 1.4655 -2.0656  0.26
36 H 1.6339 4.3467 0.7281  0.25
37 H 0.8152 3.5293 2.1188  0.26
38 H 2.4702 3.0447 1.6349  0.25
39 H 0.9571 0.9022 2.3148  0.04
40 O -0.7012 -0.2395 4.4323  -0.76
41 C -0.9917 -1.3660 3.9653  0.64
42 O -0.7527 -1.8893 2.8379  -0.84
43 H -1.5558 -2.0170 4.6703  0.03


2.
Below is a cluster of 4 separate species, C14H24O10S in total at a distorted geometry, with properties calculated with the ωB97M-V functional and the def2-TZVPD basis.

gap between HOMO and LUMO	9.848	eV
HOMO level	-9.8	eV
molar mass	384.4	g mol⁻¹

Last column: natural (NBO) charge in e.
Geometry (Å):
1 C -20.4570 3.4536 -12.6855  -0.63
2 C -20.0670 1.9529 -12.7657  0.05
3 C -21.2062 1.0377 -12.8228  -0.11
4 O -20.9399 0.2131 -13.9480  -0.49
5 C -20.1137 0.8225 -14.8028  0.97
6 O -19.8861 0.4944 -15.9454  -0.58
7 O -19.5141 1.8172 -14.1427  -0.49
8 H -21.4125 3.5847 -13.1933  0.21
9 H -19.8060 4.1425 -13.2237  0.23
10 H -20.5805 3.7756 -11.6515  0.22
11 H -19.4017 1.9070 -11.9036  0.21
12 H -22.2066 1.4510 -12.9513  0.20
13 H -21.1484 0.2567 -12.0647  0.21
14 C -21.4513 6.8305 -4.5263  -0.65
15 C -20.2088 7.6453 -4.9775  0.08
16 C -20.3884 9.2260 -4.9847  -0.09
17 O -19.1640 9.6839 -4.6916  -0.49
18 C -18.4638 8.7970 -3.9915  0.97
19 O -17.3674 8.9455 -3.5731  -0.57
20 O -19.1084 7.5949 -3.9968  -0.51
21 H -21.1621 5.7801 -4.5577  0.23
22 H -22.2995 7.0057 -5.1881  0.25
23 H -21.9784 7.1260 -3.6191  0.22
24 H -19.9076 7.3289 -5.9762  0.19
25 H -21.0411 9.6482 -4.2207  0.18
26 H -20.6225 9.6505 -5.9609  0.19
27 C -21.9672 6.8775 -12.1848  -0.64
28 C -21.4653 7.4628 -10.8871  0.06
29 C -22.2488 8.6540 -10.4265  -0.08
30 O -22.7372 8.2703 -9.1458  -0.49
31 C -22.2224 7.0473 -8.7918  0.98
32 O -22.3391 6.4214 -7.6809  -0.62
33 O -21.5880 6.5472 -9.8595  -0.48
34 H -23.0346 6.6742 -12.0980  0.22
35 H -21.5081 5.8904 -12.2396  0.21
36 H -21.9026 7.3793 -13.1503  0.25
37 H -20.4417 7.8157 -11.0128  0.18
38 H -23.1580 8.7794 -11.0145  0.20
39 H -21.6743 9.5787 -10.3726  0.21
40 C -18.6411 10.1410 -11.1865  -0.80
41 S -19.2730 9.9830 -12.9966  1.25
42 O -20.7245 9.8373 -12.7302  -1.02
43 C -18.7774 8.2455 -13.3938  -0.81
44 H -18.8108 9.2413 -10.5951  0.22
45 H -18.8928 10.9931 -10.5551  0.25
46 H -17.5733 10.2721 -11.3621  0.22
47 H -19.5064 7.5187 -13.0353  0.24
48 H -17.8581 8.1334 -12.8190  0.23
49 H -18.6533 8.1047 -14.4676  0.25


3.
Below is a cluster of 2 separate species, C14H25BrFN4O3P in total at a distorted geometry, with properties calculated with the ωB97M-V functional and the def2-TZVPD basis.

gap between HOMO and LUMO	4.464	eV
HOMO level	-6.9	eV
molar mass	427.3	g mol⁻¹

Last column: natural (NBO) charge in e.
Geometry (Å):
1 C 0.6281 3.2373 -2.9596  -0.65
2 C 1.1203 2.3457 -1.6910  -0.16
3 O 0.6720 0.9276 -1.8310  -0.56
4 C 0.2938 0.4447 -0.5422  0.44
5 C 1.4038 -0.0423 0.4246  -0.08
6 C 2.9628 -0.0579 0.1112  0.69
7 O 3.5635 1.0160 -0.0728  -0.34
8 O 3.5908 -1.3637 0.0376  -0.55
9 C 2.9060 -2.2084 -0.9321  -0.11
10 C 3.7642 -3.5869 -1.1058  -0.23
11 N 2.8824 -4.5135 -1.9175  -0.83
12 C 0.9319 -0.6006 1.8170  -0.28
13 P 2.1887 -1.2807 3.0775  1.21
14 N 1.3679 -2.2337 4.1153  -1.29
15 C -0.5741 -0.5998 2.1365  0.05
16 N -1.6174 -0.1371 1.2168  -0.37
17 C -3.0182 -0.2611 1.6998  -0.06
18 Br -3.9950 -1.7515 0.7474  0.03
19 C -3.8431 1.1325 1.7093  -0.46
20 C -5.3150 0.9993 1.0198  -0.63
21 C -1.2057 0.3509 -0.0791  0.23
22 C -2.2898 0.8320 -1.1596  -0.29
23 N -2.3748 2.3265 -1.2878  -0.84
24 H -0.3204 3.8275 -2.6861  0.18
25 H 0.4348 2.5312 -3.8537  0.21
26 H 1.4184 4.0184 -3.2624  0.25
27 H 2.2678 2.4267 -1.6620  0.35
28 H 0.7371 2.7761 -0.6862  0.17
29 H 1.8496 -2.5290 -0.6162  0.17
30 H 2.9273 -1.6978 -1.9679  0.20
31 H 4.7619 -3.4020 -1.6454  0.22
32 H 3.9127 -4.0758 -0.0706  0.20
33 H 1.9541 -4.5551 -1.4632  0.35
34 H 2.7975 -4.1203 -2.8773  0.36
35 H 2.8593 -0.2138 3.7666  0.02
36 H 3.1046 -2.1728 2.3935  0.02
37 H 1.5607 -1.7967 5.0340  0.36
38 H -0.8891 -0.9976 3.1641  0.28
39 H -2.9840 -0.6116 2.8001  0.26
40 H -3.2685 1.9585 1.1686  0.26
41 H -4.0536 1.5213 2.7786  0.24
42 H -5.2603 0.7348 -0.0907  0.22
43 H -5.8983 1.9974 1.0772  0.23
44 H -5.9606 0.2450 1.6132  0.22
45 H -3.3386 0.4486 -0.9272  0.22
46 H -1.9812 0.4147 -2.1913  0.23
47 H -2.6603 2.4859 -2.2749  0.37
48 H -1.4507 2.7759 -1.2101  0.38
49 F 3.4368 3.0351 -0.8450  -0.86


4.
Below is a structure of composition C14H25FeN8O2P2, with properties calculated with the ωB97M-V functional and the def2-TZVPD basis.

2S+1	2
net charge	+4
gap between HOMO and LUMO (alpha / beta)	6.966 / 7.337	eV
HOMO level (alpha / beta)	-20.2 / -20.2	eV
molar mass	455.2	g mol⁻¹

Last column: natural (NBO) charge in e.
Geometry (Å):
1 Fe 0.0129 0.2096 -0.1564  1.46
2 C 0.0021 -3.4055 3.7325  -0.42
3 N 0.0046 -2.0867 3.0676  -0.26
4 C 0.0056 -0.8847 3.7207  -0.01
5 C 0.0094 0.0919 2.7721  -0.06
6 N 0.0102 -0.5292 1.5474  -0.47
7 C 0.0074 -1.8568 1.7507  0.09
8 P 0.0093 -3.0869 0.3815  0.88
9 C 1.3506 -2.2461 -0.5524  0.09
10 N 1.3557 -0.9269 -0.8037  -0.49
11 C 2.4674 -0.6400 -1.5586  -0.06
12 C 3.1424 -1.8083 -1.7446  0.00
13 N 2.4389 -2.7918 -1.1071  -0.26
14 C 2.8396 -4.2121 -1.0567  -0.42
15 C -1.3255 -2.2437 -0.5598  0.09
16 N -1.3279 -0.9243 -0.8103  -0.49
17 C -2.4322 -0.6365 -1.5757  -0.06
18 C -3.1062 -1.8044 -1.7682  0.00
19 N -2.4086 -2.7887 -1.1253  -0.26
20 C -2.8108 -4.2088 -1.0789  -0.42
21 H -0.0075 -3.2395 4.8053  0.26
22 H 0.9009 -3.9547 3.4633  0.25
23 H -0.8892 -3.9590 3.4481  0.25
24 H 0.0041 -0.8190 4.7963  0.28
25 H 0.0119 1.1604 2.8924  0.25
26 H 2.6967 0.3438 -1.9298  0.25
27 H 4.0553 -2.0126 -2.2798  0.28
28 H 3.6903 -4.3437 -1.7182  0.27
29 H 2.0203 -4.8368 -1.4026  0.24
30 H 3.1277 -4.4774 -0.0424  0.25
31 H -2.6573 0.3477 -1.9485  0.25
32 H -4.0144 -2.0081 -2.3116  0.28
33 H -3.6483 -4.3419 -1.7568  0.27
34 H -3.1187 -4.4711 -0.0697  0.25
35 H -1.9852 -4.8346 -1.4070  0.24
36 N 2.1191 5.2349 -0.9112  -0.68
37 C 1.5220 4.3506 0.1567  -0.61
38 P -0.0198 3.5621 -0.5092  2.14
39 O -0.0503 3.8767 -1.9581  -1.10
40 O 0.0006 2.1055 -0.0112  -1.17
41 C -1.5453 4.3290 0.2164  -0.61
42 N -2.1940 5.2072 -0.8261  -0.68
43 H 3.1412 5.1671 -0.9360  0.47
44 H 1.9016 6.2255 -0.7703  0.46
45 H 1.7362 4.9617 -1.8324  0.48
46 H 1.3744 4.9321 1.0656  0.28
47 H 2.2406 3.5641 0.3809  0.27
48 H -1.3711 4.9106 1.1204  0.28
49 H -2.2444 3.5325 0.4658  0.27
50 H -1.9850 6.2004 -0.6907  0.46
51 H -3.2153 5.1254 -0.8129  0.47
52 H -1.8422 4.9411 -1.7616  0.48